(1)
114
Properties=species:S:1:pos:R:3:forces:R:3 method="wB97M-V/def2-TZVPD" gap_ev=3.65 total_charge=-2 homo_energy_ev=-1.020
Sr 0.9497 -0.4059 -0.6632 -0.953 -1.494 -1.452
N 3.6603 -3.6055 -3.5807 -0.118 0.089 -0.064
C 3.0220 -2.6182 -2.8188 0.025 0.149 0.037
S 1.2917 -2.6272 -2.8880 0.484 0.049 0.193
N 3.8914 -1.8351 -2.2260 -0.113 -0.079 0.088
N 3.4169 -0.8068 -1.4143 0.277 -0.309 -0.216
C 4.3717 -0.0413 -1.0377 -0.026 0.369 0.257
C 4.3253 1.1071 -0.1108 -0.055 -0.222 -0.188
C 5.5558 1.6143 0.3132 0.038 -0.034 0.058
C 5.6734 2.6498 1.2287 -0.148 0.036 0.037
C 4.5001 3.2105 1.7483 -0.029 -0.156 -0.119
C 3.2639 2.7663 1.3210 0.120 -0.020 0.020
C 3.1177 1.7321 0.3471 -0.106 0.302 -0.141
O 1.9629 1.4005 -0.0899 1.625 2.169 0.933
H 3.0724 -4.3988 -3.7640 -0.050 -0.063 0.013
H 4.5982 -3.8132 -3.2756 0.026 0.028 0.053
H 5.3638 -0.2925 -1.4145 0.153 0.023 -0.015
H 6.4563 1.1633 -0.0969 -0.017 -0.011 0.025
H 6.6454 3.0230 1.5269 0.013 -0.040 0.011
H 4.5612 4.0063 2.4855 -0.012 -0.007 -0.029
H 2.3462 3.2099 1.6985 0.055 -0.005 -0.038
Br 0.0416 -11.1136 -2.5696 0.005 0.025 0.007
C -1.1832 -9.7406 -2.0686 0.071 0.064 -0.140
C -2.2013 -10.0316 -1.1864 -0.256 0.154 0.189
C -3.1084 -9.0339 -0.8410 0.041 -0.214 0.134
C -3.0060 -7.7406 -1.3517 0.056 0.566 0.308
C -1.9504 -7.4770 -2.2455 -0.127 0.116 0.060
C -1.0539 -8.4689 -2.6090 -0.068 0.090 0.093
N -4.1105 -6.8643 -1.1222 0.296 0.394 -0.437
N -4.0649 -5.5871 -1.0653 0.274 -0.327 0.406
C -2.9963 -4.8063 -0.6710 0.016 -0.380 -0.399
C -1.9392 -5.2108 0.1755 -0.284 0.046 -0.306
C -0.9314 -4.3698 0.5484 0.083 0.188 -0.007
C -0.8343 -3.0198 0.0629 -0.064 -0.359 -0.003
O 0.1252 -2.2805 0.3365 -0.839 -1.415 0.900
C -1.9449 -2.5617 -0.7971 0.013 0.152 -0.132
N -1.8509 -1.2994 -1.2895 0.105 -0.404 0.259
C -2.7770 -0.8688 -2.1127 0.074 0.045 0.060
C -3.8819 -1.6514 -2.4835 -0.075 -0.067 0.042
C -3.9901 -2.9273 -1.9982 0.007 0.018 0.037
C -3.0019 -3.4301 -1.1248 -0.048 -0.228 -0.054
H -2.2920 -11.0258 -0.7704 -0.029 -0.006 0.013
H -3.9254 -9.2477 -0.1605 0.029 -0.036 -0.055
H -1.8396 -6.4876 -2.6687 0.018 0.054 0.039
H -0.2497 -8.2436 -3.2970 -0.029 -0.003 -0.001
H -1.9615 -6.2091 0.5827 -0.005 -0.252 -0.004
H -0.1445 -4.7011 1.2159 -0.037 0.013 -0.019
H -2.6315 0.1286 -2.5183 0.018 -0.055 -0.023
H -4.6279 -1.2476 -3.1576 0.038 -0.006 -0.017
H -4.8064 -3.5789 -2.2821 0.001 0.030 0.001
C -1.1715 5.5380 12.2532 0.129 -0.069 -0.017
O -0.0419 4.7976 11.8236 -0.204 0.300 0.481
C -0.0750 4.2994 10.5658 -0.148 -0.051 -0.298
C -1.1297 4.4704 9.6833 -0.076 -0.061 -0.248
C -1.0541 3.9086 8.4071 -0.335 0.242 0.186
C 0.0474 3.1860 7.9984 0.054 -0.193 -0.402
C 1.0944 3.0239 8.9022 0.344 -0.103 0.180
C 1.0384 3.5710 10.1673 0.245 -0.185 -0.152
C 0.1572 2.5763 6.6580 -0.213 0.260 0.430
N 1.1779 1.8875 6.2403 0.507 -0.319 -0.145
C 0.8579 1.4898 4.9595 0.380 -0.114 0.025
C -0.3753 1.9516 4.6098 -0.346 0.112 -0.205
N -0.8177 2.6524 5.7078 -0.420 0.166 -0.088
C -0.9902 1.7154 3.3330 -0.009 0.090 0.309
C -2.2339 2.2184 2.9375 -0.052 0.055 0.072
C -2.7059 1.9354 1.6817 -0.053 0.064 0.056
C -1.9139 1.1584 0.8309 0.184 -0.106 0.026
N -0.7458 0.6639 1.1898 0.024 0.145 0.499
C -0.2725 0.9216 2.4285 0.195 -0.226 -0.353
C 1.0507 0.3789 2.8062 -0.080 -0.055 -0.404
N 1.6776 -0.4065 1.9117 0.283 0.011 0.581
C 2.9010 -0.8250 2.1805 -0.259 0.002 -0.039
C 3.5802 -0.4976 3.3629 0.039 -0.116 -0.095
C 2.9313 0.2507 4.3045 -0.110 0.114 0.186
C 1.6314 0.7022 4.0372 0.093 0.001 0.195
H -0.9641 5.8497 13.2714 0.043 0.004 0.059
H -2.0783 4.9296 12.2433 -0.017 -0.063 -0.013
H -1.3319 6.4227 11.6336 0.031 0.030 -0.047
H -2.0114 5.0298 9.9602 0.005 -0.011 -0.013
H -1.8965 4.0558 7.7404 0.016 0.015 0.021
H 1.9575 2.4501 8.5845 -0.049 0.057 0.035
H 1.8528 3.4455 10.8715 -0.035 -0.008 -0.061
H -1.6974 3.1260 5.7907 -0.018 0.011 0.013
H -2.8133 2.8322 3.6200 -0.019 -0.012 -0.023
H -3.6658 2.3027 1.3449 0.016 0.020 -0.017
H -2.2375 0.9266 -0.1781 0.043 -0.002 0.059
H 3.3702 -1.4529 1.4249 -0.048 0.107 0.054
H 4.5952 -0.8392 3.5183 -0.020 -0.004 -0.032
H 3.3967 0.5162 5.2468 -0.017 0.002 -0.054
C -1.7520 4.2055 -8.5522 -0.034 0.034 -0.033
C -1.2434 2.7564 -8.5332 0.056 -0.011 0.053
C -2.4448 1.8293 -8.7260 -0.026 -0.024 0.011
C -0.2904 2.5415 -9.7191 0.006 -0.023 -0.025
C -0.5085 2.4876 -7.2124 -0.100 -0.099 0.071
C 0.6596 3.1887 -6.9227 0.145 0.037 0.120
C 1.3746 2.9932 -5.7312 -0.006 0.091 -0.154
C 0.8823 2.0825 -4.8227 0.251 -0.066 0.438
O 1.3570 1.7300 -3.5978 -0.263 -0.078 -0.392
B 0.4507 0.7408 -2.9956 -0.626 1.187 -1.374
O -0.5900 0.5851 -4.0358 0.233 0.226 -0.242
C -0.2887 1.3880 -5.0902 -0.225 -0.328 0.295
C -0.9895 1.5633 -6.2669 -0.043 0.023 -0.098
H -2.3069 4.4099 -9.4777 0.062 -0.011 0.079
H -0.9221 4.9138 -8.4841 -0.065 -0.045 0.008
H -2.4172 4.3831 -7.7022 0.044 0.003 -0.061
H -2.9120 2.0351 -9.6949 0.013 -0.014 0.054
H -3.1985 1.9841 -7.9484 0.061 -0.037 -0.057
H -2.1417 0.7786 -8.7095 -0.042 0.076 0.005
H -0.8212 2.6818 -10.6695 0.048 0.003 0.079
H 0.1189 1.5276 -9.6949 -0.024 0.073 -0.022
H 0.5472 3.2425 -9.6903 -0.049 -0.063 0.001
H 1.0386 3.9183 -7.6342 -0.017 -0.071 0.050
H 2.2858 3.5457 -5.5287 -0.058 -0.039 -0.001
H -1.8902 0.9822 -6.4330 0.087 0.067 0.019

(2)
108
Properties=species:S:1:pos:R:3:forces:R:3 method="wB97M-V/def2-TZVPD" gap_ev="6.72 / 5.22" s2=3.79 total_charge=+2 spin_multiplicity=4 homo_energy_ev="-12.398 / -12.330"
Re -0.3321 -0.1238 -0.4583 0.104 -0.208 0.583
N 2.5158 1.5917 3.2153 0.208 -0.077 0.093
C 1.4607 0.8813 2.8149 -0.356 0.080 -0.430
S 1.0121 -0.5533 3.5967 0.033 0.131 -0.125
N 0.8590 1.4238 1.6969 0.047 -0.370 0.382
N -0.2949 0.8354 1.3501 -0.278 0.047 -0.157
C -1.2747 0.6263 2.1789 0.217 0.015 0.076
C -2.4010 -0.1327 1.6778 0.171 0.070 -0.197
C -3.4931 -0.4726 2.4479 -0.131 -0.053 0.112
C -4.4708 -1.2875 1.8967 -0.028 0.002 0.050
C -4.3299 -1.7292 0.5913 -0.038 -0.037 -0.052
C -3.2265 -1.3324 -0.1393 0.128 0.096 0.105
N -2.2780 -0.5502 0.3918 -0.178 -0.002 -0.018
H 3.1069 1.2143 3.9359 -0.026 0.071 0.017
H 2.8024 2.4132 2.7077 0.004 -0.024 -0.084
H -1.2354 1.0197 3.1849 -0.077 0.050 -0.027
H -3.5494 -0.1311 3.4726 -0.020 0.009 -0.022
H -5.3309 -1.5793 2.4848 0.020 -0.012 -0.002
H -5.0678 -2.3696 0.1290 0.004 0.008 0.012
H -3.0860 -1.6431 -1.1664 -0.005 0.025 -0.008
C 2.1015 3.1319 -6.7068 0.015 -0.008 -0.010
C 1.3587 2.1528 -5.7988 -0.037 -0.013 0.048
C 0.5882 1.1371 -6.6685 -0.020 -0.009 0.027
C 2.3161 1.3876 -4.8955 0.063 0.008 -0.105
C 3.6363 1.1167 -5.2239 0.070 0.010 0.003
C 4.4639 0.3953 -4.3695 -0.019 0.026 -0.003
C 3.9840 -0.0486 -3.1539 -0.005 0.017 -0.017
C 2.6586 0.2024 -2.7952 -0.076 -0.135 0.182
P 2.1322 -0.2464 -1.1002 0.424 -0.021 -0.218
C 2.7004 -1.9707 -0.9946 -0.070 0.051 0.031
C 3.0888 -2.5363 0.2196 0.001 -0.042 0.004
C 3.4701 -3.8694 0.2740 -0.009 0.048 -0.008
C 3.4368 -4.6506 -0.8733 -0.008 0.008 -0.032
C 3.0152 -4.1019 -2.0780 0.023 -0.019 0.057
C 2.6481 -2.7664 -2.1406 0.029 0.015 0.010
C 3.2806 0.8286 -0.1787 0.014 0.005 -0.109
C 3.0601 2.2000 -0.3293 -0.012 -0.047 -0.016
C 3.9772 3.1154 0.1498 -0.030 0.006 0.036
C 5.1256 2.6692 0.7994 0.014 0.007 0.020
C 5.3532 1.3119 0.9463 -0.030 -0.025 -0.019
C 4.4389 0.3871 0.4478 -0.004 0.028 0.000
C 1.8561 0.8887 -3.6834 -0.254 0.098 0.110
O 0.5413 1.0903 -3.2962 0.052 0.004 -0.084
C -0.0380 2.2699 -3.7148 0.116 -0.181 0.064
C -1.0340 2.7808 -2.9025 -0.030 -0.031 0.145
C -1.6549 3.9732 -3.2717 0.008 0.009 -0.029
C -1.2640 4.6163 -4.4312 0.018 -0.026 0.000
C -0.2768 4.0609 -5.2383 -0.001 0.059 0.012
C 0.3544 2.8698 -4.9030 0.006 0.064 -0.102
P -1.6735 1.8456 -1.4826 -0.090 0.124 -0.165
C -3.2506 1.2202 -2.1526 0.039 -0.110 0.009
C -4.3895 1.0442 -1.3649 -0.013 -0.023 0.024
C -5.5560 0.5354 -1.9179 0.027 0.000 0.017
C -5.5887 0.1587 -3.2528 0.010 0.007 -0.023
C -4.4557 0.3110 -4.0407 0.021 0.011 0.007
C -3.2988 0.8511 -3.4989 -0.073 0.058 0.008
C -2.0381 3.1424 -0.2708 -0.004 0.019 0.021
C -0.9433 3.6679 0.4184 -0.019 -0.011 0.014
C -1.1094 4.7377 1.2813 -0.026 0.015 0.001
C -2.3692 5.2958 1.4620 0.017 -0.014 -0.011
C -3.4568 4.7940 0.7624 0.018 -0.020 0.009
C -3.2954 3.7253 -0.1094 0.046 0.072 -0.017
H 2.7885 2.6028 -7.3653 -0.011 -0.001 0.002
H 2.6671 3.8655 -6.1304 -0.013 -0.006 -0.009
H 1.4059 3.6592 -7.3576 0.000 -0.008 -0.002
H 1.2800 0.5926 -7.3134 -0.009 0.007 0.016
H -0.1421 1.6513 -7.2958 0.011 -0.003 0.011
H 0.0596 0.4092 -6.0466 0.016 0.023 -0.023
H 4.0408 1.4755 -6.1602 -0.001 -0.003 0.020
H 5.4901 0.2001 -4.6496 -0.014 0.001 0.000
H 4.6383 -0.5786 -2.4729 -0.003 0.004 -0.006
H 3.0678 -1.9508 1.1313 -0.004 -0.025 0.005
H 3.7847 -4.2976 1.2167 -0.006 0.005 -0.012
H 3.7385 -5.6890 -0.8281 -0.007 0.009 0.001
H 2.9835 -4.7099 -2.9728 -0.002 0.006 0.008
H 2.3371 -2.3446 -3.0890 0.005 -0.004 0.006
H 2.1794 2.5520 -0.8571 -0.034 0.023 0.017
H 3.8100 4.1753 0.0060 -0.008 -0.015 0.014
H 5.8480 3.3829 1.1740 -0.007 -0.005 -0.014
H 6.2552 0.9607 1.4297 -0.011 -0.001 0.005
H 4.6618 -0.6661 0.5310 0.008 0.008 0.008
H -2.4392 4.3942 -2.6554 0.018 -0.002 0.009
H -1.7351 5.5465 -4.7185 0.009 -0.015 0.001
H -0.0027 4.5728 -6.1504 -0.005 -0.002 0.017
H -4.3770 1.3073 -0.3149 0.003 -0.025 0.007
H -6.4411 0.4326 -1.3026 0.022 -0.002 -0.003
H -6.4985 -0.2412 -3.6815 0.018 0.009 0.006
H -4.4778 0.0284 -5.0852 0.001 0.011 0.013
H -2.4426 1.0176 -4.1404 -0.001 -0.023 0.003
H 0.0439 3.2406 0.2910 0.010 0.005 0.020
H -0.2553 5.1392 1.8108 -0.007 -0.017 -0.002
H -2.5001 6.1307 2.1379 0.004 -0.011 -0.005
H -4.4351 5.2404 0.8848 0.017 -0.004 -0.011
H -4.1465 3.3829 -0.6781 -0.010 -0.001 -0.007
S 0.0379 -2.2200 0.8184 -0.013 0.258 -0.085
C -0.4051 -2.7904 -0.7377 0.053 -0.033 -0.224
N -0.5300 -1.8474 -1.6674 -0.145 0.125 -0.290
C -0.8630 -2.3684 -2.9283 0.236 0.257 0.357
C -0.9745 -1.6585 -4.1161 -0.050 0.052 -0.071
C -1.2873 -2.3607 -5.2641 0.003 -0.049 0.026
C -1.4829 -3.7460 -5.2309 0.001 0.028 0.009
C -1.3446 -4.4574 -4.0532 0.012 -0.019 0.041
C -1.0214 -3.7499 -2.8992 -0.020 -0.188 0.017
S -0.7219 -4.3746 -1.2901 -0.039 -0.161 -0.058
H -0.7915 -0.5923 -4.1268 -0.030 -0.081 -0.005
H -1.3705 -1.8352 -6.2066 -0.018 -0.007 0.003
H -1.7343 -4.2724 -6.1413 0.013 0.002 0.000
H -1.4773 -5.5311 -4.0315 0.008 0.021 -0.010

What are the energy relative to the best compared isomer or geometry (same formula, charge and spin) values for these records? In order: 91.82; 3.26 kcal/mol.
What are the total energy values for these records? In order: -163176.492; -118359.745 eV.